1.
86
Properties=species:S:1:pos:R:3 method="wB97M-V/def2-TZVPD" smiles="C[C@@H](Br)C[C@H](OC=O)[PH2]=S.c1ccncc1.c1ccncc1.c1ccncc1.c1ccncc1.c1ccncc1.c1ccncc1" total_energy_ha=-5150.2140 gap_ev=9.52 total_charge=0 e_homo_ev=-8.98
H -4.18 0.44 -3.72
H 0.58 5.35 -3.97
C 1.16 1.60 -0.63
C 1.23 2.25 6.96
H -7.89 0.71 -5.87
H 7.98 -4.12 7.91
C -0.34 5.09 -4.48
H 1.05 3.20 7.44
H -5.95 -0.66 -5.12
N 0.38 0.43 5.66
H 6.89 2.35 2.17
N 4.69 -0.21 0.28
C -0.54 -0.44 2.45
C -2.06 5.53 -6.07
H 7.93 0.53 0.81
C -0.71 -1.46 0.09
H -7.99 3.10 -5.21
C 2.66 0.42 6.40
C 4.84 -2.96 7.52
C 4.15 0.77 1.02
N -6.23 3.07 -4.14
H -0.62 3.25 -3.39
O 0.79 0.42 -0.09
H 6.44 -1.06 -0.37
C -5.20 2.32 -3.74
H 4.40 2.48 2.28
C 2.48 1.64 7.03
H -1.13 0.02 3.24
Br -2.60 0.62 0.76
H -5.78 -7.17 -5.43
C 6.85 0.63 0.89
H -2.52 6.14 -6.83
H 5.76 -4.13 9.07
O 1.07 2.63 -0.04
H 0.77 -1.18 -1.40
H -0.39 6.83 -5.73
H -7.06 -5.61 -3.95
C 6.02 -0.26 0.23
H 6.16 -1.79 4.81
N 4.93 -2.32 6.36
H -0.76 2.05 6.19
N -2.15 3.54 -4.74
H -3.57 -6.44 -6.29
H -2.12 -1.62 1.65
C 1.58 -0.14 5.73
C 0.22 1.61 6.27
C -6.09 -5.33 -4.35
C -1.01 3.92 -4.16
C -5.05 0.98 -4.06
C 5.90 -3.62 8.12
H 0.01 -2.18 0.50
H 1.69 -1.09 5.23
H -3.84 -2.82 -4.37
C 7.13 -3.61 7.48
C -2.66 4.34 -5.67
C 4.89 1.71 1.71
C 6.11 -2.32 5.75
C -7.11 1.14 -5.26
C -4.30 -3.78 -4.59
C -6.03 0.38 -4.84
H 3.61 -0.10 6.41
H 1.64 1.52 -1.62
H 0.03 0.66 -3.10
H 8.17 -2.91 5.73
H 3.86 -2.95 8.00
H -1.42 -2.02 -0.52
C -5.54 -4.09 -4.05
C 7.24 -2.95 6.27
H -6.05 -3.38 -3.42
C -1.43 -0.86 1.30
N -3.61 -4.60 -5.37
H -0.06 -1.32 2.88
C -5.39 -6.19 -5.17
C -0.88 5.91 -5.45
C 0.05 -0.54 -0.86
H 3.07 0.78 1.06
P -0.96 0.16 -2.24
H -4.45 2.83 -3.14
H -3.59 4.01 -6.12
H -1.56 1.33 -1.76
S -2.12 -1.14 -3.10
C -4.15 -5.79 -5.65
H 0.22 0.28 2.14
H 3.30 2.12 7.56
C 6.28 1.64 1.65
C -7.16 2.48 -4.89

---

2.
86
Properties=species:S:1:pos:R:3 method="wB97M-V/def2-TZVPD" total_energy_ha=-4016.1950 gap_ev=3.41 total_charge=0 e_homo_ev=-5.22
H -3.26 -1.87 3.03
C -3.51 3.11 0.12
H 5.19 1.16 -0.42
H -7.53 2.32 1.80
H -4.51 -1.27 -3.65
C -1.30 -1.94 2.20
C -0.47 2.50 -3.01
C -4.80 -3.47 -1.09
H -1.06 -2.40 -2.44
H 4.92 -0.75 3.86
S -4.79 3.59 1.19
C -6.96 1.77 1.07
H 4.17 2.48 -3.61
C 7.72 0.41 1.93
C 2.87 0.34 1.88
C -6.69 -0.12 -0.42
H -1.50 -4.12 -2.45
H 6.95 -1.26 1.05
N 7.53 -1.08 1.87
Cu -2.01 0.66 -1.24
H -2.38 0.46 1.28
C -5.70 2.22 0.66
C 0.56 1.73 -0.69
C 0.70 2.20 -2.05
C -2.87 0.03 2.16
C 3.07 1.51 -0.63
C -4.62 -2.89 1.21
N 3.11 2.06 -1.90
O -0.25 3.37 -3.85
H 8.42 -1.57 1.77
H -3.91 0.35 2.17
H 5.92 3.90 -2.52
H -3.73 -3.57 -3.32
H -8.40 0.23 0.83
C -2.76 -1.50 2.12
H 8.47 0.62 2.69
C 6.75 -1.55 3.06
H -2.92 -0.62 -3.22
C -5.45 0.33 -0.83
H -2.60 3.69 0.07
C -3.44 -1.49 -3.63
H -0.82 -1.51 3.09
H 4.67 -1.85 2.50
H 7.24 -1.12 3.94
C -4.95 1.51 -0.28
H -4.86 -0.23 -1.54
C -7.44 0.60 0.52
H -3.11 -1.60 -4.66
C 6.34 1.01 2.26
C 1.82 1.33 -0.02
C -3.67 -2.72 -1.40
H 6.82 -2.64 3.11
H 6.28 1.28 3.33
H -4.97 -2.98 2.23
C 1.73 0.74 1.24
F 2.78 -0.19 3.13
C -3.16 -2.76 -2.84
H 4.30 4.52 -2.19
H -1.22 -3.02 2.27
H 6.19 1.92 1.69
C 4.98 3.69 -2.01
H 5.07 1.56 -2.43
H 0.76 0.61 1.69
C -3.49 -2.13 0.96
H -2.38 0.42 3.05
C 1.94 2.38 -2.53
O -2.00 -1.19 -0.62
H 2.05 2.80 -3.52
C 5.30 -1.05 2.88
C 4.13 0.49 1.29
C 4.22 1.08 0.04
H -0.77 -1.61 1.31
O -0.51 1.62 -0.07
O -1.49 1.78 -2.88
C -5.30 -3.55 0.19
H 8.09 0.72 0.96
H -5.28 -4.03 -1.89
N 5.34 0.03 1.90
C 4.38 2.39 -2.54
H -7.07 -1.05 -0.82
C -3.03 -1.97 -0.38
C -1.68 -3.15 -2.93
H -1.38 -3.23 -3.98
H -6.19 -4.14 0.41
H 5.16 3.63 -0.94
N -3.71 2.05 -0.57

---

3.
84
Properties=species:S:1:pos:R:3 method="wB97M-V/def2-TZVPD" total_energy_ha=-7718.4329 multiplicity=4 gap_ev="6.52 / 6.53" total_charge=+2 e_homo_ev="-13.15 / -13.35"
Ge -1.26 -1.02 -1.76
H 4.86 0.10 -2.11
H 0.42 -3.53 -1.12
C -0.24 -1.12 -4.48
C 2.19 -4.75 1.49
S 1.80 -1.01 2.91
C 2.73 2.95 -1.17
H -4.06 0.39 5.32
Ge 1.98 0.19 -1.00
H -2.24 2.16 4.88
C 1.53 -4.73 0.26
H 4.07 -0.09 0.32
H -2.25 -0.38 -4.29
C -0.98 -1.79 -7.09
H -1.72 4.13 3.61
C -3.63 -2.18 3.17
H -2.91 0.21 -0.34
H 4.15 -1.48 -2.44
H 2.76 -3.64 3.23
H 0.71 2.35 -0.62
C 1.61 -2.43 1.89
H 2.61 3.98 -0.84
H 2.06 -0.10 -3.60
C 4.58 -0.86 -1.66
H -3.73 2.01 -1.89
H 1.91 2.08 0.65
S 0.20 -0.91 0.13
H 3.46 5.88 5.20
H 3.20 3.99 4.04
C -1.90 -1.19 -6.24
O 1.78 7.50 3.30
C 1.41 2.84 3.87
Mn -0.14 0.16 2.30
H -1.58 1.27 -0.80
C 2.23 -3.62 2.29
C 3.63 -0.69 -0.47
H 5.50 -1.34 -1.33
C 2.12 4.03 3.97
H 1.02 -2.53 -7.29
C 1.74 2.04 -0.43
H 3.76 2.66 -0.98
H -1.26 -2.04 -8.10
C -2.52 0.21 3.86
H -0.42 6.24 3.74
C 0.93 -2.45 0.67
C 0.91 -3.57 -0.15
H 1.52 -5.60 -0.37
N -1.96 -0.51 2.86
H 2.68 -5.65 1.82
H -4.07 -3.60 -2.40
C 1.46 5.25 3.93
C -2.50 -1.68 2.53
H -4.03 -3.14 2.88
H -5.09 -1.80 4.70
O 3.34 6.64 4.61
C 1.35 -0.26 -2.79
C -2.21 -2.72 -1.76
H 1.92 1.89 3.88
C 0.67 -1.72 -5.34
H -2.38 -2.99 -0.71
C 0.14 -0.74 -3.10
N -0.68 1.65 3.61
H -2.54 1.55 -3.10
C -1.81 1.45 4.18
C -3.55 -2.65 -2.51
H -3.87 0.46 -2.71
H 1.67 -1.95 -4.99
H -3.40 -2.48 -3.58
H -4.20 -1.87 -2.12
C 0.07 5.28 3.80
H 2.56 2.93 -2.25
C -1.54 -0.87 -4.94
C -4.21 -1.43 4.18
H -1.56 -3.49 -2.18
C 2.19 6.57 3.92
C -3.16 1.17 -2.29
H 3.37 -1.66 -0.04
H -2.90 -0.97 -6.59
C 0.03 2.89 3.77
H -2.01 -2.23 1.74
C 0.31 -2.05 -6.64
C -3.64 -0.21 4.53
C -0.65 4.10 3.73
C -2.30 0.54 -1.19